No. 1
Here is a cluster of 12 separate species, C36H93N3O21 in total from OMol25. Energies are from ωB97M-V/def2-TZVPD.

```
153
Properties=species:S:1:pos:R:3:lowdin_spin:R:1
C -10.18 4.24 -23.02 0.000
C -10.23 3.10 -21.99 0.000
O -9.56 3.53 -20.86 0.000
C -10.27 4.18 -19.98 0.000
O -11.41 4.63 -20.08 0.000
O -9.55 4.53 -18.94 0.000
C -8.18 4.32 -18.78 0.000
H -10.67 3.81 -23.89 0.000
H -9.13 4.37 -23.30 0.000
H -10.65 5.19 -22.78 0.000
H -9.54 2.30 -22.28 0.000
H -11.20 2.61 -21.93 0.000
H -7.89 4.74 -17.81 0.000
H -7.67 4.99 -19.48 0.000
H -8.06 3.25 -18.93 0.000
C -7.78 3.92 -26.68 0.000
C -8.17 4.02 -28.14 0.000
O -7.46 5.20 -28.57 0.000
C -7.22 5.38 -29.90 0.000
O -7.54 4.58 -30.78 0.000
O -6.53 6.62 -30.09 0.000
C -6.04 6.90 -31.36 0.000
H -6.73 4.15 -26.50 0.000
H -7.97 2.92 -26.29 0.000
H -8.41 4.57 -26.08 0.000
H -9.22 4.33 -28.15 0.000
H -7.90 3.13 -28.69 0.000
H -5.02 6.52 -31.44 0.000
H -6.21 7.96 -31.55 0.000
H -6.56 6.38 -32.16 0.000
C -8.66 7.00 -21.72 0.000
C -9.60 8.24 -21.58 0.000
O -11.04 8.18 -21.84 0.000
C -11.86 7.75 -20.80 0.000
O -11.57 7.58 -19.60 0.000
O -13.11 7.43 -21.32 0.000
C -14.21 7.05 -20.47 0.000
H -7.76 7.21 -21.14 0.000
H -8.47 6.79 -22.77 0.000
H -9.08 6.08 -21.31 0.000
H -9.12 8.81 -22.38 0.000
H -9.49 8.78 -20.65 0.000
H -13.84 6.62 -19.54 0.000
H -14.98 6.36 -20.82 0.000
H -14.79 7.95 -20.25 0.000
C -11.14 1.89 -26.62 0.000
O -9.92 1.07 -26.54 0.000
C -9.65 0.41 -27.76 0.000
C -8.17 0.04 -27.88 0.000
N -7.82 -1.20 -27.15 0.000
C -6.35 -1.25 -27.05 0.000
C -5.77 -2.53 -26.41 0.000
O -6.35 -2.68 -25.19 0.000
C -5.75 -3.48 -24.23 0.000
H -11.95 1.30 -27.05 0.000
H -11.03 2.86 -27.11 0.000
H -11.53 2.10 -25.62 0.000
H -9.85 1.08 -28.60 0.000
H -10.17 -0.54 -27.91 0.000
H -7.55 0.83 -27.45 0.000
H -7.91 -0.12 -28.93 0.000
H -8.13 -1.17 -26.18 0.000
H -6.02 -0.36 -26.51 0.000
H -5.95 -1.21 -28.07 0.000
H -4.68 -2.58 -26.36 0.000
H -6.01 -3.25 -27.20 0.000
H -6.38 -3.41 -23.35 0.000
H -4.88 -2.92 -23.87 0.000
H -5.54 -4.50 -24.54 0.000
C -8.50 -0.14 -17.31 0.001
O -8.00 0.92 -16.40 0.013
C -6.59 1.11 -16.28 0.039
C -6.36 1.24 -14.79 0.050
N -6.93 2.49 -14.20 0.562
C -6.13 3.69 -14.46 0.092
C -6.31 4.92 -13.42 0.064
O -7.50 5.60 -13.58 0.092
C -7.77 6.38 -14.80 0.009
H -9.53 -0.02 -17.64 0.000
H -8.55 -1.12 -16.84 0.001
H -7.76 -0.31 -18.10 0.000
H -6.30 1.95 -16.92 0.000
H -6.06 0.26 -16.70 0.004
H -5.29 1.34 -14.57 0.001
H -6.70 0.39 -14.19 0.005
H -7.84 2.73 -14.57 0.015
H -6.26 4.19 -15.42 0.034
H -5.06 3.47 -14.43 0.000
H -5.54 5.68 -13.58 0.007
H -6.33 4.65 -12.37 0.003
H -8.76 6.20 -15.21 0.001
H -7.19 6.11 -15.68 0.003
H -7.66 7.45 -14.66 0.004
C -5.45 -3.25 -20.36 0.000
O -6.65 -3.41 -21.01 0.000
C -7.58 -2.26 -20.74 0.000
C -8.83 -2.63 -21.57 0.000
N -9.84 -1.51 -21.45 0.000
C -11.13 -2.05 -21.91 0.000
C -12.27 -1.09 -21.72 0.000
O -12.82 -0.97 -20.40 0.000
C -11.92 -0.07 -19.64 0.000
H -4.69 -3.99 -20.63 0.000
H -5.43 -3.35 -19.28 0.000
H -5.08 -2.24 -20.52 0.000
H -7.15 -1.37 -21.21 0.000
H -7.98 -2.12 -19.74 0.000
H -9.23 -3.54 -21.12 0.000
H -8.61 -3.00 -22.57 0.000
H -9.60 -0.83 -22.15 0.000
H -11.23 -2.96 -21.32 0.000
H -11.12 -2.19 -22.99 0.000
H -13.11 -1.36 -22.36 0.000
H -12.11 -0.09 -22.14 0.000
H -12.43 0.33 -18.77 0.000
H -11.46 0.70 -20.26 0.000
H -11.13 -0.73 -19.27 0.000
C -11.20 6.39 -26.22 0.000
O -12.53 6.69 -25.93 0.000
H -10.51 7.17 -25.88 0.000
H -10.97 5.45 -25.71 0.000
H -11.15 6.32 -27.30 0.000
H -12.52 7.62 -25.71 0.000
C -12.34 4.53 -16.73 0.000
O -11.77 5.83 -16.82 0.000
H -11.56 3.80 -16.52 0.000
H -13.11 4.52 -15.96 0.000
H -12.73 4.25 -17.70 0.000
H -11.34 5.93 -17.68 0.000
C -6.34 1.53 -20.20 0.000
O -5.81 2.76 -20.49 0.000
H -5.81 0.72 -20.70 0.000
H -6.14 1.05 -19.24 0.000
H -7.39 1.41 -20.45 0.000
H -5.52 2.86 -21.40 0.000
C -8.06 0.44 -23.64 0.000
O -9.42 0.21 -24.00 0.000
H -7.93 0.49 -22.56 0.000
H -7.47 -0.42 -23.94 0.000
H -7.85 1.43 -24.05 0.000
H -9.59 0.44 -24.92 0.000
C -7.91 7.95 -17.97 0.000
O -6.81 7.55 -18.79 0.000
H -8.63 7.14 -17.79 0.000
H -7.53 8.26 -17.00 0.000
H -8.51 8.78 -18.33 0.000
H -6.75 8.03 -19.62 0.000
C -14.10 3.06 -21.35 0.000
O -13.53 4.27 -21.93 0.000
H -13.30 2.43 -20.95 0.000
H -14.72 3.35 -20.50 0.000
H -14.63 2.42 -22.06 0.000
H -12.77 4.72 -21.56 0.000
```

Calculated values
- multiplicity = 2
- Kohn-Sham gap (spin up / spin down) (eV) = 8.280 / 2.671
- charge = +1
- ⟨S²⟩ = 0.76

No. 2
Here is a structure of composition C36H94Cu2N4O14 from OMol25. Energies are from ωB97M-V/def2-TZVPD.

```
150
Properties=species:S:1:pos:R:3:lowdin_spin:R:1
Cu -2.26 -11.05 9.15 0.716
Cu -4.34 -8.70 7.66 0.625
C -1.25 -6.88 9.68 0.004
C -1.71 -7.56 8.41 0.015
O -2.36 -8.81 8.42 0.194
H -1.11 -5.82 9.50 0.000
H -0.35 -7.25 10.16 0.000
H -2.04 -6.90 10.45 0.000
H -0.90 -7.58 7.66 0.001
H -2.48 -6.88 8.00 0.008
C -5.07 -12.29 6.40 0.000
C -5.05 -11.98 7.90 0.009
O -4.22 -10.85 8.17 0.140
H -5.08 -11.39 5.79 0.000
H -5.97 -12.88 6.21 0.000
H -4.25 -12.92 6.05 0.000
H -4.62 -12.82 8.45 0.003
H -6.06 -11.72 8.20 0.003
C -4.35 -9.65 11.12 0.002
O -3.08 -10.24 10.93 0.029
C -2.11 -9.85 11.91 0.001
C -0.81 -10.57 11.68 0.002
N -0.40 -10.42 10.27 0.056
C 0.94 -11.00 10.04 0.002
C 2.03 -9.94 10.29 0.002
O 1.64 -8.75 9.63 0.000
C 2.28 -7.64 10.26 0.000
H -4.35 -8.59 10.85 0.000
H -4.64 -9.62 12.18 0.002
H -5.08 -10.23 10.57 0.000
H -2.48 -10.12 12.91 0.000
H -2.09 -8.76 11.85 0.000
H -0.94 -11.62 11.96 0.000
H -0.11 -10.11 12.38 0.002
H -0.26 -9.42 10.14 0.001
H 1.10 -11.28 9.00 0.001
H 1.05 -11.93 10.59 0.000
H 2.99 -10.27 9.90 0.000
H 2.08 -9.79 11.37 0.000
H 2.24 -6.82 9.54 0.000
H 3.34 -7.80 10.50 0.000
H 1.76 -7.33 11.17 0.000
C -2.49 -7.51 1.39 0.000
O -2.81 -8.00 2.69 0.000
C -2.30 -7.24 3.76 0.003
C -2.57 -8.04 5.03 0.003
N -3.89 -7.86 5.66 0.061
C -4.95 -8.32 4.75 0.005
C -6.30 -8.31 5.41 0.001
O -6.21 -8.94 6.68 0.020
C -7.46 -9.41 7.19 0.002
H -3.01 -8.12 0.67 0.000
H -1.42 -7.61 1.16 0.000
H -2.79 -6.46 1.35 0.000
H -2.73 -6.23 3.79 0.000
H -1.21 -7.15 3.67 0.000
H -1.84 -7.74 5.79 0.000
H -2.39 -9.10 4.86 0.000
H -3.96 -6.85 5.83 0.000
H -4.78 -9.32 4.36 0.000
H -4.96 -7.71 3.85 0.003
H -7.04 -8.80 4.77 0.000
H -6.67 -7.29 5.58 0.000
H -7.35 -9.87 8.17 0.000
H -7.83 -10.17 6.50 0.001
H -8.22 -8.63 7.30 0.000
C -2.34 -11.30 3.36 0.000
O -2.02 -11.32 4.75 0.000
C -0.66 -11.02 5.02 0.003
C -0.55 -10.91 6.55 0.003
N -1.47 -11.84 7.23 0.067
C -1.02 -13.25 7.17 0.005
C 0.14 -13.63 8.07 0.000
O 1.36 -13.11 7.61 0.000
C 2.47 -13.58 8.36 0.000
H -1.83 -10.48 2.85 0.000
H -3.42 -11.19 3.26 0.000
H -2.18 -12.27 2.89 0.000
H -0.39 -10.09 4.50 0.000
H -0.06 -11.83 4.58 0.000
H -0.82 -9.88 6.80 0.000
H 0.47 -11.02 6.91 0.000
H -2.29 -11.82 6.62 0.000
H -0.82 -13.55 6.13 0.003
H -1.86 -13.84 7.53 0.000
H 0.12 -14.73 8.10 0.000
H -0.04 -13.31 9.10 0.000
H 2.69 -14.63 8.17 0.000
H 2.42 -13.44 9.44 0.000
H 3.32 -13.01 7.97 0.000
C -3.24 1.87 6.07 0.000
O -3.23 1.25 7.33 0.000
C -3.11 -0.15 7.24 0.000
C -2.96 -0.68 8.65 0.000
N -4.26 -0.63 9.33 0.000
C -4.14 -0.98 10.74 0.000
C -3.75 -2.42 11.01 0.000
O -2.36 -2.59 10.98 0.000
C -1.90 -3.90 11.33 0.000
H -4.15 1.55 5.54 0.000
H -2.45 1.58 5.36 0.000
H -3.25 2.95 6.19 0.000
H -2.22 -0.48 6.69 0.000
H -3.97 -0.62 6.76 0.000
H -2.21 -0.09 9.20 0.000
H -2.68 -1.73 8.61 0.000
H -4.62 0.32 9.31 0.000
H -5.08 -0.78 11.26 0.000
H -3.48 -0.30 11.31 0.000
H -4.25 -3.03 10.25 0.000
H -4.17 -2.68 11.99 0.000
H -0.82 -3.88 11.17 0.000
H -2.40 -4.54 10.60 0.000
H -2.25 -4.14 12.33 0.000
C -2.42 -3.76 6.33 0.000
C -3.43 -4.10 7.40 0.000
O -4.09 -5.31 6.98 0.000
H -1.74 -4.60 6.14 0.000
H -1.77 -2.91 6.53 0.000
H -2.93 -3.43 5.43 0.000
H -4.15 -3.30 7.56 0.000
H -2.87 -4.29 8.32 0.000
H -4.62 -5.55 7.75 0.000
C 2.75 -5.82 6.52 0.000
C 1.33 -6.35 6.46 0.000
O 0.69 -5.86 5.28 0.000
H 3.43 -6.41 5.91 0.000
H 3.12 -5.94 7.55 0.000
H 2.79 -4.76 6.27 0.000
H 0.73 -5.98 7.30 0.000
H 1.27 -7.45 6.52 0.000
H 0.95 -6.40 4.53 0.000
C -2.85 -6.63 13.67 0.000
C -2.82 -7.67 14.76 0.000
O -1.48 -7.89 15.20 0.000
H -2.59 -5.65 14.06 0.000
H -3.88 -6.62 13.31 0.000
H -2.13 -6.83 12.88 0.000
H -3.16 -8.66 14.44 0.000
H -3.46 -7.35 15.59 0.000
H -1.47 -8.54 15.91 0.000
C 0.63 -3.08 8.71 0.000
C 0.87 -2.10 9.84 0.000
O 2.21 -1.63 9.70 0.000
H -0.39 -3.49 8.80 0.000
H 1.37 -3.88 8.70 0.000
H 0.52 -2.56 7.75 0.000
H 0.87 -2.56 10.83 0.000
H 0.11 -1.32 9.95 0.000
H 2.25 -1.12 8.88 0.000
```

Calculated values
- multiplicity = 3
- Kohn-Sham gap (spin up / spin down) (eV) = 7.187 / 5.074
- charge = +2
- ⟨S²⟩ = 2.01

No. 3
Here is a cluster of 8 separate species, C36H95N7O11 in total from OMol25. Energies are from ωB97M-V/def2-TZVPD.

```
149
Properties=species:S:1:pos:R:3:lowdin_charge:R:1
C 5.24 3.15 9.07 -0.102
O 4.85 2.24 8.02 -0.196
C 4.56 2.89 6.76 -0.188
C 3.39 3.87 6.82 -0.469
C 2.18 3.29 7.49 -0.063
N 3.03 4.40 5.50 0.041
H 4.47 3.89 9.31 0.074
H 6.16 3.70 8.84 0.079
H 5.62 2.69 9.98 0.084
H 5.51 3.31 6.43 0.120
H 4.32 2.07 6.08 0.126
H 3.67 4.74 7.42 0.126
H 1.81 2.39 6.99 0.086
H 1.36 4.01 7.39 0.080
H 2.36 3.16 8.56 0.076
H 3.86 4.70 5.00 0.065
H 2.77 3.55 5.01 0.063
C -3.99 0.48 -5.37 -0.121
O -4.89 -0.23 -4.53 -0.167
C -5.18 -1.51 -5.10 -0.210
C -6.29 -2.32 -4.44 -0.467
C -6.01 -2.69 -2.99 -0.063
N -6.50 -3.54 -5.16 0.023
H -3.05 -0.07 -5.48 0.088
H -3.77 1.51 -5.08 0.085
H -4.42 0.68 -6.35 0.080
H -5.39 -1.40 -6.16 0.119
H -4.35 -2.20 -5.03 0.126
H -7.23 -1.76 -4.46 0.133
H -6.88 -3.17 -2.54 0.073
H -5.80 -1.78 -2.44 0.077
H -5.17 -3.38 -2.86 0.081
H -7.14 -4.18 -4.70 0.073
H -6.93 -3.36 -6.06 0.072
C 4.51 -4.18 -1.44 -0.134
O 5.42 -3.48 -0.65 -0.213
C 6.72 -3.28 -1.28 -0.143
C 7.85 -2.72 -0.29 -0.456
C 7.42 -1.35 0.30 -0.063
N 9.09 -2.51 -0.92 0.024
H 4.78 -5.23 -1.56 0.085
H 4.55 -3.73 -2.43 0.079
H 3.48 -4.05 -1.10 0.087
H 7.00 -4.24 -1.70 0.114
H 6.53 -2.54 -2.06 0.118
H 7.93 -3.47 0.49 0.129
H 7.21 -0.65 -0.50 0.077
H 8.19 -0.93 0.94 0.069
H 6.53 -1.42 0.93 0.072
H 9.33 -3.42 -1.29 0.074
H 9.74 -2.40 -0.16 0.080
C -0.63 7.57 -3.12 -0.106
O -1.26 7.52 -4.41 -0.180
C -1.14 8.77 -5.06 -0.226
C -1.72 8.61 -6.49 -0.416
C -1.43 9.82 -7.37 -0.072
N -3.19 8.50 -6.43 0.025
H 0.46 7.65 -3.10 0.088
H -0.96 6.71 -2.54 0.085
H -1.07 8.37 -2.53 0.081
H -1.58 9.58 -4.49 0.125
H -0.10 9.06 -5.22 0.116
H -1.36 7.67 -6.92 0.139
H -1.70 9.69 -8.42 0.078
H -0.36 9.99 -7.33 0.069
H -1.89 10.75 -7.01 0.078
H -3.42 7.85 -5.70 0.058
H -3.47 9.34 -5.95 0.059
C -12.98 0.52 -0.95 -0.097
O -12.87 0.42 0.48 -0.188
C -11.64 0.83 1.04 -0.224
C -11.61 0.41 2.56 -0.177
N -10.45 0.96 3.36 -0.051
C -9.17 0.33 2.93 -0.217
C -7.99 0.82 3.68 -0.250
O -7.48 2.00 3.05 -0.197
C -6.68 2.76 3.95 -0.103
H -12.11 0.12 -1.48 0.083
H -13.23 1.54 -1.25 0.082
H -13.81 -0.07 -1.34 0.079
H -11.50 1.90 0.91 0.117
H -10.71 0.42 0.63 0.100
H -11.65 -0.68 2.56 0.108
H -12.49 0.62 3.18 0.106
H -10.45 1.97 3.28 0.099
H -9.06 0.51 1.86 0.108
H -9.18 -0.74 3.14 0.122
H -7.19 0.09 3.64 0.121
H -8.24 0.99 4.72 0.124
H -7.35 3.44 4.47 0.086
H -5.96 3.26 3.30 0.087
H -6.16 2.13 4.68 0.082
C -1.81 -5.00 5.62 -0.078
O -0.51 -4.61 6.14 -0.231
C 0.66 -5.19 5.48 -0.200
C 1.92 -4.87 6.22 -0.237
N 1.71 -5.14 7.63 -0.036
C 2.10 -4.04 8.58 -0.191
C 1.51 -4.25 10.00 -0.174
O 0.06 -4.49 10.05 -0.189
C -0.73 -3.39 9.68 -0.125
H -1.96 -6.08 5.63 0.081
H -1.89 -4.75 4.57 0.078
H -2.59 -4.51 6.20 0.086
H 0.77 -4.73 4.50 0.121
H 0.53 -6.27 5.45 0.125
H 2.19 -3.83 6.02 0.114
H 2.72 -5.48 5.80 0.117
H 0.71 -4.99 7.63 0.059
H 1.88 -3.06 8.16 0.105
H 3.18 -4.02 8.69 0.110
H 1.89 -3.43 10.61 0.111
H 1.97 -5.14 10.44 0.116
H -0.36 -2.46 10.11 0.085
H -1.79 -3.44 9.91 0.085
H -0.69 -3.29 8.59 0.069
C 8.91 -5.75 -8.24 -0.098
O 8.25 -4.56 -8.72 -0.213
C 8.78 -3.29 -8.27 -0.206
C 7.92 -2.18 -8.88 -0.228
N 6.80 -1.85 -8.01 -0.065
C 5.99 -0.75 -8.58 -0.189
C 5.10 -0.20 -7.45 -0.218
O 5.94 0.29 -6.40 -0.186
C 5.21 0.76 -5.30 -0.122
H 8.76 -5.87 -7.17 0.079
H 9.97 -5.73 -8.50 0.081
H 8.37 -6.58 -8.71 0.084
H 9.76 -3.26 -8.75 0.111
H 8.94 -3.20 -7.20 0.120
H 7.68 -2.47 -9.90 0.124
H 8.57 -1.31 -9.00 0.109
H 7.23 -1.50 -7.16 0.096
H 5.43 -1.18 -9.41 0.122
H 6.70 0.00 -8.91 0.109
H 4.40 -1.00 -7.21 0.122
H 4.46 0.62 -7.79 0.115
H 4.43 1.43 -5.66 0.080
H 5.85 1.24 -4.56 0.091
H 4.61 0.01 -4.79 0.083
C -0.97 0.08 0.40 -0.099
C -0.24 0.31 1.72 -0.318
O 1.17 0.36 1.52 -0.083
H -0.81 -0.89 -0.07 0.071
H -0.66 0.87 -0.28 0.071
H -2.05 0.26 0.46 0.069
H -0.51 -0.53 2.36 0.100
H -0.54 1.25 2.20 0.113
H 1.41 -0.44 1.05 0.076
```

Calculated values
- Kohn-Sham gap (eV) = 9.071
- relative energy (zero: lowest compared OMol25 entry of this formula, charge and spin) (eV) = 2.747